1.
An isolated molecule of C5H10O2, computed with the ωB97M-V functional and the def2-TZVPD basis.

```
17
Properties=species:S:1:pos:R:3:forces:R:3
O 0.6981 -0.9252 0.7572 -0.077 -0.077 0.153
H -0.3243 1.7117 0.2150 -0.093 0.381 0.229
H -3.0020 -0.0362 0.6223 0.201 -0.047 -0.121
H -1.5258 -0.2931 1.5787 -0.073 -0.034 -0.160
C -1.1546 0.1518 -0.5031 0.008 -0.258 -0.094
H -2.0827 -1.5558 0.4756 -0.009 0.081 0.009
H 2.7982 -0.7437 0.7597 -0.179 0.081 -0.059
C 0.2533 -0.4918 -0.5467 -0.163 -0.071 -0.218
H 1.9146 0.6209 1.4896 -0.001 -0.097 -0.133
H 2.2087 0.0599 -1.4983 -0.195 0.011 0.074
C 1.8889 -0.1327 0.6904 0.274 0.129 0.081
C 1.5260 0.3817 -0.7091 0.015 0.044 -0.112
H 0.2247 -1.3389 -1.2421 -0.009 0.002 0.126
O -1.0910 1.5569 -0.3419 0.146 0.165 0.104
H -1.6499 0.0023 -1.4715 0.170 -0.074 0.127
H 1.3795 1.4606 -0.8021 -0.037 -0.187 -0.007
C -1.9981 -0.4729 0.6084 0.020 -0.049 -0.001
```
Forces are in eV/Å.

Output
max |F| = 0.45 eV/Å
LUMO level = 0.9 eV
multiplicity = 1
structure (SMILES) = C[C@@H](O)[C@H]1CCO1
orbital gap = 10.64 eV
relative energy (zero: lowest compared OMol25 entry of this formula, charge and spin) = 52.4 kcal/mol

2.
An isolated molecule of C5H10O2, computed with the ωB97M-V functional and the def2-TZVPD basis.

```
17
Properties=species:S:1:pos:R:3:forces:R:3
H 1.7780 1.1297 -2.0721 -0.085 -0.148 0.083
C 0.8008 0.1755 0.5491 -0.154 0.046 0.128
O -0.5230 -1.0509 -0.7873 0.096 -0.210 -0.196
H 1.5194 -0.6408 0.8499 -0.100 0.039 -0.154
H -1.7682 1.2806 2.0934 -0.019 -0.109 -0.039
O -0.8009 -1.1585 1.8833 0.219 0.162 -0.187
H 0.1015 -1.8168 -0.7671 -0.190 0.076 -0.180
C -0.5492 -0.1284 1.1114 -0.033 0.159 0.397
C 0.2740 0.2001 -0.8442 0.189 -0.111 -0.112
H -0.0410 -1.7650 1.8846 -0.006 0.131 0.032
H 1.1688 1.1281 0.9572 -0.070 -0.101 -0.160
C -1.6444 0.8725 1.0819 0.004 -0.024 -0.080
C 1.1794 0.2110 -2.0313 0.045 0.047 -0.068
H -2.5808 0.3948 0.7840 0.123 0.034 0.053
H 0.5773 0.1871 -2.9485 0.157 -0.003 0.143
H 1.8893 -0.6494 -2.0905 -0.099 0.045 0.150
H -1.3811 1.6303 0.3464 -0.075 -0.035 0.190
```
Forces are in eV/Å.

Output
max |F| = 0.43 eV/Å
LUMO level (alpha / beta) = 0.4 / 0.4 eV
multiplicity = 1
orbital gap (alpha / beta) = 6.50 / 6.50 eV
relative energy (zero: lowest compared OMol25 entry of this formula, charge and spin) = 124.3 kcal/mol

3.
A structure of composition C5H10O2, computed with the ωB97M-V functional and the def2-TZVPD basis.

```
17
Properties=species:S:1:pos:R:3:forces:R:3
O -0.5071 -1.0622 -0.6696 0.042 0.023 -0.136
H -1.5960 0.4868 2.0499 0.006 -0.105 -0.121
H 2.3860 0.5308 -1.2001 -0.018 0.394 0.164
H -1.5041 0.7330 -0.3964 0.091 -0.250 0.007
H 1.4736 -0.5302 -2.5346 0.055 0.063 0.011
C -1.3357 -0.3922 1.4461 0.270 0.260 0.085
C -0.7978 -0.0016 0.0596 -0.274 0.268 0.215
H -0.5437 -0.9561 1.9767 -0.220 0.052 -0.154
O -2.5028 -1.1585 1.2814 0.065 -0.264 -0.100
H 0.9060 1.7071 -1.6465 0.004 -0.058 -0.019
H 1.1000 0.2466 1.0775 0.078 0.231 -0.077
C 1.4508 -0.3588 -1.4664 -0.709 -0.421 -0.053
H 1.7031 -1.1743 -0.8044 0.077 0.162 0.027
C 0.5750 0.9120 0.3869 0.043 -0.066 0.079
C 1.1084 0.9024 -0.9497 0.557 -0.046 0.071
H -2.2757 -1.7811 0.5707 -0.122 0.098 0.126
H 0.3602 1.8961 0.8190 0.055 -0.342 -0.124
```
Forces are in eV/Å.

Output
max |F| = 0.83 eV/Å
LUMO level = 0.3 eV
multiplicity = 1
orbital gap = 8.66 eV
relative energy (zero: lowest compared OMol25 entry of this formula, charge and spin) = 120.7 kcal/mol

4.
An isolated molecule of C5H10O2, computed with the ωB97M-V functional and the def2-TZVPD basis.

```
17
Properties=species:S:1:pos:R:3:forces:R:3
H -1.4240 -1.4769 2.0114 0.087 0.104 0.055
H 2.4646 0.7045 -1.7861 -0.125 -0.031 0.004
C 0.5514 -0.2161 -1.3391 -0.110 0.171 -0.350
C -0.7940 -0.5785 2.0977 -0.148 -0.031 0.212
O -0.4580 0.7253 -1.8545 0.583 -0.312 -0.003
H 0.7104 -1.0011 -2.0831 0.054 -0.011 0.175
H -0.2995 -0.5717 3.0708 -0.067 -0.022 -0.131
C -1.1020 0.7360 -0.5824 -0.257 -0.008 0.509
C -0.3727 -0.5527 -0.1647 -0.378 0.116 -0.133
H -2.1948 0.7397 -0.6404 0.145 0.017 -0.106
O 0.2073 -0.5694 1.1063 0.075 -0.023 -0.077
H -0.7503 1.5772 0.0350 -0.180 -0.056 -0.062
C 1.8394 0.4574 -0.9260 0.121 0.170 -0.010
H 1.6311 1.3779 -0.3748 -0.003 -0.091 -0.054
H 2.4044 -0.1939 -0.2570 -0.007 -0.044 -0.070
H -0.9677 -1.4643 -0.3350 0.077 0.185 0.019
H -1.4454 0.3065 2.0217 0.133 -0.135 0.022
```
Forces are in eV/Å.

Output
max |F| = 0.66 eV/Å
LUMO level = 1.0 eV
multiplicity = 1
structure (SMILES) = CO[C@H]1CO[C@H]1C
orbital gap = 10.61 eV
relative energy (zero: lowest compared OMol25 entry of this formula, charge and spin) = 58.6 kcal/mol